{"formula": "C23H22F2IrN3O10P2S3", "method": "ωB97M-V/def2-TZVPD", "homo_lumo_gap_ev": [7.3696, 7.3684], "e_homo_ev": [-7.88, -7.88], "multiplicity": 1, "largest_force_ev_per_a": 3.23, "symbols": ["Ir", "C", "C", "O", "P", "O", "O", "O", "P", "O", "O", "O", "H", "H", "H", "H", "H", "H", "H", "F", "C", "C", "C", "C", "C", "F", "C", "C", "C", "C", "C", "C", "N", "H", "H", "H", "H", "H", "H", "S", "C", "N", "C", "C", "S", "H", "H", "H", "H", "H", "O", "C", "N", "S", "O", "O", "C", "C", "C", "C", "C", "C", "H", "H", "H", "H"], "positions_angstrom": [[-0.20, -0.15, -0.15], [-2.55, 3.89, -1.18], [-2.72, 2.88, -0.05], [-3.85, 3.16, 0.76], [-1.25, 2.77, 1.02], [-1.73, 2.10, 2.36], [-0.83, 4.22, 1.47], [-0.18, 2.10, 0.22], [-2.79, 1.15, -0.72], [-4.35, 1.13, -1.13], [-1.96, 0.94, -1.94], [-2.37, 0.19, 0.40], [-2.50, 4.90, -0.77], [-3.39, 3.82, -1.87], [-1.63, 3.69, -1.74], [-4.63, 2.79, 0.32], [-2.07, 1.19, 2.23], [0.03, 4.20, 1.92], [-4.68, 0.24, -1.32], [-2.21, -3.72, -3.50], [-1.18, -3.36, -2.70], [-1.33, -2.23, -1.93], [-0.25, -1.84, -1.11], [0.91, -2.64, -1.10], [0.99, -3.76, -1.91], [2.13, -4.48, -1.93], [-0.05, -4.15, -2.73], [1.97, -2.04, -0.30], [3.06, -2.69, 0.26], [3.93, -1.98, 1.06], [3.72, -0.62, 1.26], [2.61, -0.04, 0.70], [1.73, -0.71, -0.06], [-2.24, -1.65, -1.97], [0.03, -5.02, -3.36], [3.19, -3.74, 0.07], [4.77, -2.48, 1.53], [4.38, -0.02, 1.86], [2.40, 1.02, 0.82], [0.98, 0.81, -2.35], [0.41, 0.54, -3.88], [1.24, 0.48, -4.93], [0.65, 0.56, -6.26], [-0.74, -0.04, -6.09], [-1.25, 0.33, -4.38], [2.21, 0.71, -4.76], [1.25, 0.00, -6.97], [0.59, 1.61, -6.59], [-0.73, -1.12, -6.24], [-1.46, 0.41, -6.77], [1.22, 2.08, 2.50], [0.80, 0.99, 2.84], [0.23, 0.02, 2.03], [-0.43, -1.18, 2.94], [-1.81, -0.90, 3.24], [-0.11, -2.45, 2.37], [0.50, -0.82, 4.39], [0.55, -1.50, 5.59], [1.18, -0.84, 6.65], [1.68, 0.45, 6.50], [1.60, 1.11, 5.29], [1.00, 0.45, 4.23], [0.14, -2.49, 5.71], [1.25, -1.34, 7.61], [2.14, 0.94, 7.35], [1.98, 2.11, 5.15]]}

***

{"formula": "C23H22FN3O", "method": "ωB97M-V/def2-TZVPD", "homo_lumo_gap_ev": 8.2413, "e_homo_ev": -7.80, "smiles": "O=C(Nc1ccccc1N1CCN(c2ccccc2)CC1)c1cccc(F)c1", "multiplicity": 1, "largest_force_ev_per_a": 0.48, "symbols": ["O", "C", "N", "C", "C", "C", "C", "C", "C", "N", "C", "H", "C", "N", "C", "C", "C", "C", "C", "C", "H", "H", "H", "H", "H", "C", "H", "C", "H", "H", "H", "H", "H", "H", "H", "H", "H", "H", "H", "C", "C", "C", "C", "C", "C", "H", "H", "H", "F", "H"], "positions_angstrom": [[3.28, -2.83, 2.00], [2.61, -2.53, 1.04], [2.24, -1.26, 0.72], [2.61, -0.06, 1.34], [3.67, 0.02, 2.22], [4.08, 1.24, 2.73], [3.43, 2.39, 2.33], [2.35, 2.33, 1.47], [1.90, 1.11, 0.98], [0.79, 0.98, 0.12], [0.37, 2.16, -0.62], [1.19, 2.46, -1.29], [-0.88, 1.85, -1.42], [-1.98, 1.57, -0.52], [-3.26, 2.02, -0.76], [-3.68, 2.27, -2.07], [-4.97, 2.71, -2.33], [-5.87, 2.89, -1.29], [-5.46, 2.64, 0.00], [-4.18, 2.21, 0.27], [-3.89, 2.04, 1.30], [-6.15, 2.78, 0.82], [-6.88, 3.23, -1.50], [-5.27, 2.90, -3.35], [-3.01, 2.11, -2.90], [-1.59, 1.05, 0.77], [-1.40, 1.85, 1.51], [-0.34, 0.19, 0.60], [-0.58, -0.59, -0.13], [-0.08, -0.28, 1.55], [-2.40, 0.42, 1.16], [-1.13, 2.72, -2.04], [-0.69, 1.00, -2.09], [0.14, 3.02, 0.04], [1.86, 3.25, 1.19], [3.76, 3.35, 2.71], [4.91, 1.28, 3.41], [4.19, -0.89, 2.50], [1.70, -1.13, -0.13], [2.14, -3.56, 0.06], [2.97, -4.66, -0.14], [2.56, -5.65, -1.02], [1.35, -5.59, -1.69], [0.52, -4.51, -1.45], [0.91, -3.50, -0.59], [0.23, -2.68, -0.40], [-0.43, -4.45, -1.95], [1.07, -6.39, -2.36], [3.37, -6.71, -1.23], [3.91, -4.74, 0.38]]}

***

{"formula": "C23H22FN3O2", "method": "ωB97M-V/def2-TZVPD", "homo_lumo_gap_ev": 8.2806, "e_homo_ev": -7.86, "multiplicity": 1, "largest_force_ev_per_a": 16.85, "symbols": ["O", "C", "C", "C", "C", "C", "N", "C", "H", "H", "C", "O", "N", "C", "H", "C", "N", "C", "C", "C", "C", "C", "C", "H", "H", "F", "H", "H", "C", "H", "C", "H", "H", "H", "H", "H", "H", "H", "H", "H", "C", "C", "C", "C", "C", "C", "H", "H", "H", "H", "H"], "positions_angstrom": [[-1.84, -2.08, -0.76], [-1.83, -0.86, -0.86], [-0.84, 0.11, -1.49], [-1.03, 1.37, -1.70], [0.10, 1.62, -2.48], [0.79, 0.58, -2.46], [0.10, -0.52, -1.84], [0.69, -1.72, -2.22], [-0.11, -2.42, -1.88], [1.01, -1.99, -3.16], [1.96, -1.65, -1.29], [2.97, -1.47, -1.95], [1.98, -2.45, -0.14], [0.81, -2.40, 0.83], [-0.11, -2.70, 0.07], [0.48, -1.28, 1.81], [1.81, -0.64, 1.87], [1.84, 0.69, 1.23], [0.94, 1.78, 1.23], [0.86, 2.95, 0.80], [1.96, 3.23, -0.15], [2.94, 2.45, -0.04], [2.99, 1.23, 0.46], [3.75, 0.49, 0.44], [3.92, 2.81, -1.03], [2.14, 4.47, -0.68], [0.09, 3.43, 0.79], [0.02, 1.58, 1.88], [2.85, -1.36, 2.11], [2.76, -1.97, 2.95], [3.18, -2.12, 0.72], [3.94, -1.88, 0.00], [3.46, -3.21, 1.11], [3.78, -0.83, 2.18], [0.18, -1.63, 2.68], [-0.18, -0.42, 1.28], [1.02, -3.36, 1.24], [1.81, 0.57, -2.70], [0.31, 2.84, -2.61], [-2.03, 2.16, -1.31], [-3.09, -0.27, -0.09], [-3.20, 0.96, 0.86], [-4.29, 1.39, 1.22], [-5.49, 0.77, 0.93], [-5.66, -0.11, -0.03], [-4.27, -0.80, -0.53], [-4.42, -1.69, -1.13], [-6.40, -0.73, -0.14], [-6.30, 1.44, 1.24], [-4.23, 2.33, 1.92], [-2.06, 1.33, 0.81]]}